Molecular formula: C4H10O2
Method: DFT, ωB97M-V with the def2-TZVPD basis set

```
16
Properties=species:S:1:pos:R:3:forces:R:3
C 0.10859 0.49109 2.11869 -1.0 -0.4 -2.4
C 0.07193 0.85477 -1.82560 1.1 -0.8 1.3
O 0.35217 -0.32662 -2.58687 -0.1 -0.1 -0.3
C 0.40710 0.53664 -0.34641 -0.9 1.4 -1.9
C -0.29548 0.96147 0.69587 1.9 -0.2 1.6
H -0.27782 1.21235 2.81604 0.5 0.1 0.7
H -0.40430 -0.46686 2.22144 -0.1 0.0 0.5
H 1.16404 0.25347 2.05255 0.3 0.4 0.8
H 0.75706 1.64503 -2.14548 -0.5 0.3 -0.2
H -0.98439 1.06014 -1.95411 0.0 0.4 -0.1
H 1.27947 -0.33079 -2.84953 -0.2 0.1 0.1
H 1.38261 0.06801 -0.32419 -0.2 -0.7 0.7
H -0.93442 1.83169 0.70014 -0.9 -0.4 -0.7
H -0.44510 -3.10965 0.82654 0.7 -0.8 0.5
H -0.96924 -2.11069 -0.10663 -0.3 0.3 0.0
O -1.21223 -2.57006 0.70756 -0.3 0.5 -0.5
```
Positions in Å, forces in eV/Å.

Calculated values
HOMO   -9.32 eV
Multiplicity   1
SMILES   C/C=C/CO.O
Relative energy (zero: lowest compared OMol25 entry of this formula, charge and spin)   45.9 kcal per mole
Orbital gap   10.14 eV
Calculated total energy   -308.82496 Ha
Strongest force on any atom   2.64 eV/Å